Model one:
Formula: C2ClN2O2
Source: OMol25
Level of theory: ωB97M-V/def2-TZVPD

Each line ends with the natural charge from an NBO analysis.
Atoms and positions in Å:
1 C -1.68631 0.04915 0.04729  1.035
2 C 1.42237 -0.02288 -0.08359  0.240
3 N 0.34888 0.53514 -0.51201  -0.537
4 N 1.55827 1.01974 0.63142  -0.443
5 O -1.50291 -0.29548 1.17910  -0.606
6 O -2.23717 0.32125 -0.96660  -0.599
7 Cl 2.09686 -1.60691 -0.29561  -0.089

The value obtained for the HOMO energy is -2.703 eV. The frontier orbital gap comes out at 6.233 eV. As for the charge: -1. The multiplicity is 1.

Model two:
Formula: C2ClN2O2
Source: OMol25
Level of theory: ωB97M-V/def2-TZVPD

Each line ends with the natural charge from an NBO analysis.
Atoms and positions in Å:
1 C -1.49158 1.06797 0.19415  1.051
2 C 0.65516 -0.34648 -0.21812  -0.168
3 N 1.47283 -0.68645 0.93741  -0.179
4 N 0.72714 -1.56951 0.52503  -0.178
5 O -1.32283 2.04533 -0.41195  -0.557
6 O -1.86569 0.15093 0.77757  -0.547
7 Cl 1.82497 -0.66178 -1.80409  -0.422

The value obtained for the HOMO energy is -3.703 eV. The frontier orbital gap comes out at 7.382 eV. As for the charge: -1. The multiplicity is 1.

The structure with the greatest stability is model two.

Model one:
Formula: C5H10F2
Source: OMol25
Level of theory: ωB97M-V/def2-TZVPD

Each line ends with the natural charge from an NBO analysis.
Atoms and positions in Å:
1 C -0.94283 1.33237 0.35452  -0.693
2 C 1.44086 0.68854 0.12279  -0.680
3 C -0.08956 -0.11141 -1.74997  -0.685
4 C -0.45342 -1.96305 1.11573  0.539
5 C 0.06902 0.41218 -0.35301  0.129
6 F 0.70463 -2.11565 1.84855  -0.350
7 F -1.53007 -1.55199 1.81972  -0.338
8 H -1.65335 0.61532 0.81926  0.237
9 H -1.48277 2.04538 -0.28717  0.216
10 H -0.32564 1.83378 1.15150  0.215
11 H 1.83840 1.61649 -0.13205  0.210
12 H 2.26398 -0.17925 -0.13133  0.201
13 H 1.41299 0.70724 1.20509  0.217
14 H 0.66502 -0.88395 -1.90006  0.226
15 H -1.15498 -0.56559 -1.72930  0.214
16 H -0.15189 0.82691 -2.48645  0.212
17 H -0.61040 -2.70732 0.33219  0.130

The value obtained for the HOMO energy (spin up / spin down) is -7.329 / -8.489 eV. The frontier orbital gap (spin up / spin down) comes out at 8.138 / 9.353 eV. The multiplicity is 1.

Model two:
Formula: C5H10F2
Source: OMol25
Level of theory: ωB97M-V/def2-TZVPD

Each line ends with the natural charge from an NBO analysis.
Atoms and positions in Å:
1 C -0.60701 1.48983 -0.69317  -0.679
2 C -0.31622 -1.07278 -1.01832  -0.677
3 C -1.24558 -0.32066 1.20129  -0.672
4 C 2.24854 -0.03084 0.60110  0.526
5 C -0.68776 0.07245 -0.09606  0.156
6 F 2.71748 -1.12367 -0.07627  -0.355
7 F 2.62192 1.05239 -0.05827  -0.347
8 H -1.67121 1.70573 -0.68446  0.216
9 H -0.04790 1.32444 -1.58235  0.225
10 H -0.15229 2.08378 0.04787  0.221
11 H -1.24387 -1.26880 -1.64269  0.198
12 H -0.34537 -2.04519 -0.58209  0.216
13 H 0.51093 -0.81311 -1.52951  0.217
14 H -0.84793 -1.26869 1.34538  0.220
15 H -1.07885 0.38383 2.13224  0.220
16 H -2.42807 -0.31339 0.91460  0.193
17 H 2.57319 0.14466 1.72070  0.121

The value obtained for the HOMO energy (spin up / spin down) is -6.693 / -8.822 eV. The frontier orbital gap (spin up / spin down) comes out at 6.931 / 9.746 eV. The multiplicity is 1.

The structure with the greatest stability is model one.

Model one:
Formula: C28H28CoN9OS2Si
Source: OMol25
Level of theory: ωB97M-V/def2-TZVPD

Each line ends with the natural charge from an NBO analysis.
Atoms and positions in Å:
1 Co -0.38172 0.03327 0.29251  0.759
2 N 3.35377 -1.34942 -0.56375  -0.337
3 C 2.05495 -1.65386 -0.44846  0.231
4 N 1.37700 -0.53266 -0.28633  -0.507
5 C 2.34262 0.43314 -0.28128  0.266
6 N 3.56162 -0.02107 -0.45241  -0.249
7 C 1.95146 1.82019 -0.03998  0.142
8 C 2.84313 2.88179 0.07661  0.029
9 N 2.41094 4.11349 0.30490  -0.366
10 C 1.09174 4.28251 0.43296  -0.016
11 C 0.19694 3.22822 0.33778  0.020
12 N 0.63202 1.99789 0.09678  -0.448
13 H 4.13317 -1.98453 -0.59932  0.428
14 H 1.65116 -2.65276 -0.39063  0.279
15 H 3.90873 2.71583 -0.00838  0.222
16 H 0.73572 5.28716 0.62461  0.196
17 H -0.87165 3.35498 0.46379  0.218
18 S 0.01354 -0.60117 2.59746  -0.501
19 C 1.67936 -1.14629 2.70754  -0.070
20 C 2.64032 -0.20349 3.07066  -0.225
21 C 3.99559 -0.49747 3.17747  -0.207
22 C 4.92485 0.53649 3.50567  0.305
23 N 5.67009 1.37136 3.77642  -0.373
24 C 4.40532 -1.81873 2.93215  -0.184
25 C 3.46198 -2.77247 2.59299  -0.204
26 C 2.08653 -2.49276 2.45203  -0.222
27 S 1.03648 -3.72971 1.87668  -0.440
28 C 5.78859 -2.19414 2.99104  0.307
29 N 6.89284 -2.51657 3.01328  -0.364
30 H 2.30793 0.80797 3.26602  0.223
31 H 3.78530 -3.78709 2.39436  0.225
32 C -6.44906 1.21241 1.86929  -0.420
33 N -5.06172 1.32875 2.31034  -0.235
34 N -4.18024 1.61289 1.25828  -0.283
35 C -3.05640 0.81428 1.35918  0.655
36 O -2.06654 0.98977 0.63931  -0.669
37 C -3.30302 -0.09506 2.44930  -0.365
38 C -4.50685 0.22557 2.96141  0.250
39 C -5.26931 -0.44912 4.04645  -0.660
40 C -4.20304 2.89137 0.65989  0.215
41 C -4.73130 3.97632 1.35110  -0.269
42 C -4.74016 5.22718 0.75432  -0.202
43 C -4.20790 5.40290 -0.51443  -0.231
44 C -3.67722 4.31311 -1.19146  -0.189
45 C -3.67868 3.05189 -0.61895  -0.243
46 H -6.73002 2.12030 1.33941  0.220
47 H -7.08245 1.11528 2.74782  0.212
48 H -6.58784 0.34970 1.21010  0.198
49 H -2.60260 -0.84817 2.77059  0.296
50 H -4.61013 -1.13164 4.57627  0.251
51 H -6.09853 -1.03070 3.63876  0.227
52 H -5.67527 0.27476 4.75395  0.225
53 H -5.11532 3.83711 2.35187  0.228
54 H -5.15287 6.06961 1.29421  0.213
55 H -4.20889 6.38154 -0.97459  0.213
56 H -3.26245 4.43798 -2.18286  0.216
57 H -3.27835 2.19991 -1.14687  0.253
58 C -0.64020 -2.87002 -1.84834  -1.122
59 Si -1.57445 -1.59938 -0.78972  1.150
60 C -2.81208 -0.82141 -2.03433  -1.111
61 C -2.69242 -2.64865 0.32098  -1.125
62 H -1.36324 -3.47984 -2.39621  0.215
63 H -0.05558 -3.54494 -1.22260  0.237
64 H 0.02216 -2.40205 -2.57866  0.214
65 H -3.31627 -1.61330 -2.59493  0.210
66 H -2.33058 -0.15704 -2.75484  0.214
67 H -3.58749 -0.24985 -1.51902  0.203
68 H -3.36288 -3.25846 -0.29092  0.206
69 H -3.30681 -2.04645 0.99083  0.209
70 H -2.07567 -3.29546 0.94650  0.261

The value obtained for the HOMO energy (spin up / spin down) is -3.412 / -3.599 eV. The frontier orbital gap (spin up / spin down) comes out at 5.316 / 5.469 eV. As for the charge: -1. The multiplicity is 2. The expectation value of S² is 0.82.

Model two:
Formula: C28H28CoN9OS2Si
Source: OMol25
Level of theory: ωB97M-V/def2-TZVPD

Each line ends with the natural charge from an NBO analysis.
Atoms and positions in Å:
1 Co 0.98006 -0.80453 0.04931  0.520
2 N 3.71952 2.28297 1.59447  -0.348
3 C 2.46286 2.07836 1.16821  0.215
4 N 2.35131 0.84857 0.74092  -0.476
5 C 3.59007 0.32908 0.92596  0.279
6 N 4.46375 1.16728 1.44491  -0.277
7 C 3.83047 -1.07315 0.59064  0.103
8 C 5.07991 -1.67239 0.66111  0.033
9 N 5.26626 -2.95240 0.36835  -0.390
10 C 4.17701 -3.62798 0.00101  -0.009
11 C 2.92416 -3.04643 -0.07256  0.020
12 N 2.73988 -1.75995 0.22620  -0.384
13 H 4.12942 3.11694 1.97482  0.412
14 H 1.68936 2.82870 1.17287  0.232
15 H 5.93970 -1.08744 0.96410  0.205
16 H 4.30344 -4.67568 -0.24236  0.196
17 H 2.04741 -3.60754 -0.36809  0.235
18 S -0.83091 0.55653 -0.06686  -0.298
19 C -2.03564 -0.42403 -0.85187  -0.200
20 C -3.29080 0.13450 -1.10126  -0.139
21 C -4.29369 -0.55281 -1.77227  -0.207
22 C -5.54191 0.09878 -2.03344  0.300
23 N -6.53353 0.64931 -2.23220  -0.359
24 C -4.04478 -1.86602 -2.20335  -0.184
25 C -2.80721 -2.44069 -1.94643  -0.185
26 C -1.78064 -1.76040 -1.27951  -0.169
27 S -0.24873 -2.54104 -1.05576  -0.389
28 C -5.03724 -2.61224 -2.91912  0.313
29 N -5.81892 -3.22645 -3.49947  -0.360
30 H -3.48118 1.14710 -0.76790  0.217
31 H -2.61864 -3.45294 -2.27990  0.227
32 C -0.59587 2.93732 -4.42377  -0.415
33 N -0.43444 1.87176 -3.44660  -0.231
34 N 0.85961 1.79036 -2.90914  -0.320
35 C 1.22930 0.44606 -2.77103  0.646
36 O 2.20662 0.05978 -2.14321  -0.664
37 C 0.19922 -0.29260 -3.46551  -0.383
38 C -0.75667 0.57747 -3.83874  0.255
39 C -2.03810 0.31761 -4.54936  -0.664
40 C 1.32704 2.84777 -2.10490  0.244
41 C 0.43766 3.67250 -1.42070  -0.260
42 C 0.92208 4.76385 -0.71459  -0.210
43 C 2.28643 5.02331 -0.66683  -0.256
44 C 3.16858 4.17249 -1.32108  -0.219
45 C 2.69519 3.08763 -2.04296  -0.230
46 H -0.38754 3.89644 -3.95349  0.214
47 H -1.62994 2.93817 -4.76025  0.216
48 H 0.07231 2.80403 -5.28256  0.185
49 H 0.16712 -1.36737 -3.50843  0.265
50 H -2.24926 -0.74973 -4.52960  0.249
51 H -1.99125 0.64174 -5.59184  0.218
52 H -2.86351 0.83638 -4.06032  0.239
53 H -0.61582 3.42949 -1.43647  0.251
54 H 0.22732 5.40821 -0.19029  0.213
55 H 2.65912 5.88180 -0.12150  0.207
56 H 4.23514 4.35880 -1.27937  0.211
57 H 3.36908 2.42061 -2.56228  0.238
58 C 0.57651 0.04109 3.39632  -1.147
59 Si 0.30244 -1.36181 2.13510  1.345
60 C -1.50214 -1.88340 2.34436  -1.153
61 C 1.28572 -2.82919 2.86320  -1.146
62 H 0.19757 -0.24439 4.38352  0.212
63 H 0.04995 0.94444 3.07669  0.227
64 H 1.63848 0.28426 3.50195  0.208
65 H -1.68405 -2.21595 3.37217  0.207
66 H -1.74417 -2.70513 1.66731  0.239
67 H -2.17671 -1.05453 2.12282  0.235
68 H 0.91876 -3.07432 3.86547  0.213
69 H 2.35600 -2.61297 2.94346  0.210
70 H 1.16775 -3.72177 2.24166  0.223

The value obtained for the HOMO energy (spin up / spin down) is -3.464 / -3.776 eV. The frontier orbital gap (spin up / spin down) comes out at 5.662 / 5.992 eV. As for the charge: -1. The multiplicity is 2. The expectation value of S² is 0.90.

The structure with the greatest stability is model two.